The following is a quantum chemistry calculation of a 9-piece molecular cluster, C36H90O18 overall at a distorted geometry, from the Open Molecules 2025 dataset.

Last column: Löwdin charge in e.
Element x y z (Å)
C (-4.9272, 3.9432, -9.6291)  -0.104
O (-3.6600, 4.2727, -10.1809)  -0.191
C (-3.3821, 5.6114, -10.6045)  -0.172
C (-4.1132, 5.9993, -11.9300)  -0.190
O (-3.8319, 5.0445, -12.9842)  -0.191
C (-4.6294, 5.2168, -14.1936)  -0.096
H (-4.9537, 3.0735, -8.9725)  0.086
H (-5.7137, 3.8461, -10.3775)  0.079
H (-5.2650, 4.8158, -9.0700)  0.079
H (-2.3027, 5.6670, -10.7463)  0.122
H (-3.6788, 6.3501, -9.8600)  0.115
H (-3.7715, 6.9486, -12.3425)  0.115
H (-5.1796, 6.1547, -11.7664)  0.111
H (-3.9511, 5.2157, -15.0468)  0.074
H (-5.2625, 6.0815, -14.3929)  0.082
H (-5.1864, 4.2890, -14.3241)  0.079
C (-12.0481, 1.9401, 6.8433)  -0.124
O (-11.1483, 1.9546, 7.9425)  -0.194
C (-9.7369, 2.2049, 7.5697)  -0.131
C (-9.1055, 1.0678, 6.6692)  -0.204
O (-7.6759, 1.0317, 6.7452)  -0.191
C (-7.1458, -0.1202, 6.1672)  -0.133
H (-12.1426, 2.9539, 6.4541)  0.085
H (-12.9803, 1.6745, 7.3418)  0.088
H (-11.9036, 1.2389, 6.0214)  0.082
H (-9.0791, 2.4845, 8.3926)  0.121
H (-9.6738, 3.0282, 6.8582)  0.106
H (-9.3777, 1.2191, 5.6247)  0.112
H (-9.5517, 0.1023, 6.9075)  0.117
H (-7.5060, -1.0738, 6.5532)  0.087
H (-6.0915, 0.0007, 6.4162)  0.092
H (-7.2885, -0.0821, 5.0873)  0.087
C (5.5295, 0.5559, -7.1721)  -0.107
O (6.5827, 0.9410, -6.2676)  -0.206
C (6.9442, 2.3486, -6.3648)  -0.176
C (8.1982, 2.8220, -5.5263)  -0.166
O (9.4833, 2.3452, -6.0236)  -0.209
C (9.5686, 0.8908, -6.0113)  -0.089
H (4.6128, 0.2967, -6.6425)  0.077
H (5.7834, -0.4209, -7.5836)  0.078
H (5.2705, 1.1808, -8.0268)  0.085
H (6.1366, 3.0101, -6.0514)  0.115
H (7.1971, 2.5650, -7.4028)  0.119
H (8.1685, 2.5789, -4.4642)  0.117
H (8.1843, 3.9018, -5.6741)  0.115
H (8.9280, 0.4503, -6.7753)  0.079
H (9.3934, 0.4729, -5.0200)  0.086
H (10.6250, 0.6988, -6.1989)  0.082
C (5.5651, 2.3618, 8.2684)  -0.131
O (5.7701, 2.3084, 6.9118)  -0.194
C (5.6385, 3.5022, 6.1552)  -0.162
C (6.6345, 4.6816, 6.4246)  -0.225
O (7.9769, 4.3883, 6.1156)  -0.175
C (8.8571, 5.3394, 6.7629)  -0.094
H (4.6267, 2.8866, 8.4472)  0.085
H (6.3251, 3.0362, 8.6630)  0.081
H (5.5999, 1.3899, 8.7608)  0.095
H (4.6842, 3.9429, 6.4435)  0.111
H (5.5735, 3.1807, 5.1158)  0.129
H (6.5531, 5.1467, 7.4070)  0.109
H (6.3034, 5.4985, 5.7833)  0.118
H (8.8045, 5.1997, 7.8426)  0.084
H (8.6968, 6.3836, 6.4947)  0.084
H (9.8774, 5.1093, 6.4563)  0.085
C (-2.9273, -5.4940, -3.4588)  -0.089
O (-3.7183, -6.5163, -4.0270)  -0.173
C (-3.2605, -7.7860, -3.8172)  -0.228
C (-1.7210, -8.0352, -3.9308)  -0.210
O (-0.8228, -7.5199, -2.9390)  -0.197
C (-1.0478, -8.2888, -1.7477)  -0.101
H (-2.1432, -5.3066, -4.1923)  0.091
H (-2.5222, -5.7250, -2.4736)  0.087
H (-3.5118, -4.5744, -3.4313)  0.090
H (-3.7482, -8.4679, -4.5137)  0.124
H (-3.6872, -8.0975, -2.8637)  0.117
H (-1.3016, -7.6303, -4.8518)  0.123
H (-1.4961, -9.0633, -4.2145)  0.116
H (-1.8455, -7.7526, -1.2336)  0.075
H (-0.2108, -8.2744, -1.0495)  0.087
H (-1.3943, -9.2935, -1.9900)  0.088
C (-2.8677, 9.1984, -4.0848)  -0.116
O (-4.2721, 9.3828, -4.0058)  -0.189
C (-4.7125, 10.3664, -3.0536)  -0.188
C (-6.2550, 10.5049, -3.2167)  -0.173
O (-6.4170, 10.8629, -4.6311)  -0.196
C (-7.8139, 11.2536, -4.9509)  -0.079
H (-2.5160, 8.6701, -3.1987)  0.083
H (-2.2779, 10.0936, -4.2817)  0.083
H (-2.5923, 8.5486, -4.9154)  0.082
H (-4.0978, 11.2442, -3.2529)  0.117
H (-4.5493, 10.1200, -2.0045)  0.114
H (-6.7112, 11.2400, -2.5536)  0.112
H (-6.7400, 9.5878, -2.8824)  0.117
H (-8.5275, 10.4570, -4.7409)  0.073
H (-7.9021, 11.2829, -6.0370)  0.080
H (-8.1397, 12.1365, -4.4010)  0.080
C (7.9516, -3.7095, 1.6946)  -0.054
O (8.7506, -3.0276, 2.7272)  -0.214
C (7.9846, -2.4878, 3.8039)  -0.195
C (7.3661, -3.5943, 4.6837)  -0.196
O (8.3432, -4.5306, 5.1544)  -0.181
C (8.0732, -5.2794, 6.3126)  -0.116
H (7.3740, -4.4719, 2.2173)  0.070
H (8.6122, -4.1302, 0.9365)  0.089
H (7.2670, -2.9262, 1.3690)  0.081
H (7.2221, -1.8273, 3.3909)  0.114
H (8.6473, -1.7930, 4.3197)  0.126
H (6.5171, -4.0670, 4.1899)  0.111
H (6.9177, -3.0665, 5.5254)  0.115
H (8.8217, -6.0026, 6.6362)  0.087
H (7.2167, -5.9242, 6.1158)  0.079
H (7.8020, -4.6084, 7.1277)  0.083
C (-1.7998, -11.4602, 5.1206)  -0.090
O (-0.6008, -10.6536, 5.3655)  -0.227
C (0.4313, -11.1699, 6.2796)  -0.148
C (0.0731, -10.8897, 7.7725)  -0.245
O (0.5725, -9.7601, 8.3713)  -0.163
C (0.1110, -8.5290, 7.7529)  -0.071
H (-2.2363, -11.1739, 4.1637)  0.079
H (-2.5175, -11.1991, 5.8983)  0.072
H (-1.7701, -12.5498, 5.1244)  0.079
H (1.4337, -10.8335, 6.0146)  0.124
H (0.4496, -12.2467, 6.1116)  0.107
H (0.3734, -11.7911, 8.3067)  0.120
H (-1.0117, -10.9086, 7.8770)  0.118
H (0.0630, -8.5932, 6.6659)  0.079
H (0.8665, -7.7666, 7.9426)  0.082
H (-0.7917, -8.0560, 8.1398)  0.084
C (0.1417, -1.4564, 3.3051)  -0.131
O (-0.1308, -0.7785, 2.0934)  -0.194
C (0.1971, -1.3884, 0.8068)  -0.132
C (0.2245, -0.3752, -0.4330)  -0.212
O (-1.0841, -0.0424, -0.6861)  -0.165
C (-1.1787, 0.8132, -1.8037)  -0.127
H (1.1877, -1.6143, 3.5679)  0.073
H (-0.2596, -2.4686, 3.3554)  0.081
H (-0.1710, -0.8555, 4.1591)  0.085
H (-0.4651, -2.2058, 0.5214)  0.115
H (1.1621, -1.8563, 1.0013)  0.109
H (0.7016, -0.8269, -1.3028)  0.121
H (0.7158, 0.5524, -0.1395)  0.123
H (-0.8774, 1.8498, -1.6527)  0.086
H (-2.1543, 0.8542, -2.2881)  0.086
H (-0.6006, 0.5540, -2.6907)  0.080

Summary:
SMILES: COCCOC.COCCOC.COCCOC.COCCOC.COCCOC.COCCOC.COCCOC.COCCOC.COCCOC
HOMO level: -9.4 eV
Kohn-Sham gap: 9.9 eV
Multiplicity: 1
E_LUMO: 0.53 eV
ΔE to the lowest compared entry with this formula, charge and spin: 147.9 kcal/mol

=====

The following is a quantum chemistry calculation of a 2-piece molecular cluster, C2H10N2O2 overall, from the Open Molecules 2025 dataset.

Last column: natural (NBO) charge in e.
Element x y z (Å)
N (1.7659, -2.5262, -0.3075)  -0.852
C (0.4795, -1.9760, -0.6845)  0.087
O (-0.4084, -1.7421, 0.3863)  -0.754
H (2.0653, -2.1709, 0.5914)  0.358
H (1.7101, -3.5319, -0.2174)  0.355
H (0.6653, -1.0560, -1.2439)  0.138
H (-0.0295, -2.6930, -1.3266)  0.162
H (-0.2329, -0.8627, 0.7520)  0.488
N (-0.5984, 3.0586, -0.1679)  -0.853
C (-0.8827, 1.6782, -0.0472)  0.082
O (-0.3194, 1.0455, 1.1286)  -0.766
H (-1.2454, 3.6830, 0.2883)  0.367
H (0.3603, 3.3516, -0.0926)  0.376
H (-1.9575, 1.5609, -0.0366)  0.168
H (-0.4200, 1.1499, -0.8766)  0.168
H (-0.9522, 1.0310, 1.8542)  0.475

Summary:
SMILES: NCO.NCO
HOMO level: -9.3 eV
Kohn-Sham gap: 10.0 eV
Multiplicity: 1
E_LUMO: 0.75 eV
ΔE to the lowest compared entry with this formula, charge and spin: 14.5 kcal/mol

=====

The following is a quantum chemistry calculation of a 2-piece molecular cluster, C3H7NO3 overall at a distorted geometry, from the Open Molecules 2025 dataset.

Last column: natural (NBO) charge in e.
Element x y z (Å)
C (-2.6815, 0.3608, 0.4607)  1.056
C (1.7311, 1.0645, -0.2040)  -0.413
C (-0.3958, -0.6026, -0.7708)  -0.171
N (0.6311, 0.1822, 0.2372)  -0.609
O (-2.0882, 1.1246, 1.0552)  -0.573
O (-3.4014, -0.4041, 0.0080)  -0.503
O (-0.7723, -1.7741, 0.0712)  -0.810
H (2.4813, 0.3289, -0.6133)  0.206
H (1.3189, 1.6996, -0.9454)  0.218
H (2.2551, 1.5830, 0.6689)  0.214
H (0.2357, -1.0421, -1.5382)  0.106
H (-0.0323, 0.5205, 1.0407)  0.439
H (1.3152, -0.4064, 0.8577)  0.371
H (-0.5969, -2.6347, -0.3279)  0.471

Summary:
HOMO level: -7.1 eV
Kohn-Sham gap: 7.6 eV
Multiplicity: 1
E_LUMO: 0.54 eV
ΔE to the lowest compared entry with this formula, charge and spin: 105.6 kcal/mol

=====

The following is a quantum chemistry calculation of one molecule with the formula C4H5NOS at a distorted geometry, from the Open Molecules 2025 dataset.

Last column: natural (NBO) charge in e.
Element x y z (Å)
C (1.1718, -0.2320, -0.1805)  -0.305
C (1.6135, -0.5941, 1.0674)  -0.432
C (-0.1677, 0.0107, -0.2139)  0.212
C (-1.0449, 0.4754, -1.2924)  -0.658
N (-0.6446, 0.0301, 1.0070)  -0.236
O (-2.1972, 0.2457, 1.4256)  -0.597
S (0.4073, -0.5174, 2.1696)  0.757
H (1.9853, -0.3591, -0.8398)  0.245
H (2.6498, -0.7538, 1.4727)  0.259
H (-2.0046, 0.8227, -0.8323)  0.288
H (-0.5084, 1.2692, -1.9113)  0.231
H (-1.2604, -0.3973, -1.8721)  0.235

Summary:
HOMO level: -8.6 eV
Kohn-Sham gap: 8.8 eV
Multiplicity: 1
E_LUMO: 0.23 eV
ΔE to the lowest compared entry with this formula, charge and spin: 98.6 kcal/mol

=====

The following is a quantum chemistry calculation of a 2-piece molecular cluster, CH4N3P overall at a distorted geometry, from the Open Molecules 2025 dataset.

Last column: natural (NBO) charge in e.
Element x y z (Å)
C (0.1422, -0.9627, -0.5529)  -0.604
N (-0.3475, -1.5090, 0.7479)  -0.234
N (-0.7379, -0.6617, 1.5221)  0.013
N (-0.7401, 0.5486, 1.1342)  -0.630
P (-0.1365, 0.8732, -0.4222)  0.686
H (1.2380, -1.2070, -0.6297)  0.238
H (-0.2474, -1.4531, -1.4607)  0.234
H (-1.5266, 1.7653, 2.0840)  0.368
H (0.8488, 1.3182, 0.2731)  -0.072

Summary:
HOMO level (spin up / spin down): -8.5 / -8.5 eV
Kohn-Sham gap (spin up / spin down): 7.0 / 7.0 eV
Multiplicity: 1
E_LUMO (spin up / spin down): -1.51 / -1.51 eV
ΔE to the lowest compared entry with this formula, charge and spin: 143.7 kcal/mol

=====

The following is a quantum chemistry calculation of C15H26NO2PPb as an isolated structure at a distorted geometry, from the Open Molecules 2025 dataset.

Last column: natural (NBO) charge in e.
Element x y z (Å)
C (-0.6433, -3.1787, 2.1433)  -0.161
C (-0.1690, -3.3034, 0.8462)  -0.198
C (0.1813, -2.1575, 0.0973)  -0.081
C (0.0977, -0.8967, 0.7003)  -0.505
C (-0.4602, -0.7709, 1.9838)  0.058
C (-0.8100, -1.9147, 2.7136)  -0.211
C (0.6980, -2.4005, -1.2917)  -0.453
C (0.3713, -1.3714, -2.3980)  -0.255
N (-0.9494, -1.4001, -2.9487)  0.041
Pb (1.3982, 0.8331, -0.0394)  0.892
C (-0.6891, 0.5983, 2.5883)  -0.755
P (-0.8982, 1.7717, 1.1636)  0.929
H (-0.0858, -4.2819, 0.3674)  0.230
H (-1.2351, -1.8004, 3.7142)  0.238
H (-0.8839, -4.0719, 2.7151)  0.247
H (0.1799, 0.9255, 3.1914)  0.260
H (-1.5996, 0.6360, 3.2095)  0.262
H (1.7998, -2.4776, -1.2895)  0.256
H (0.3468, -3.3854, -1.6390)  0.252
H (0.6438, -0.3236, -2.1106)  0.223
C (-1.1182, 3.3907, 1.9405)  -0.952
C (-2.6116, 1.3420, 0.6865)  -0.938
H (1.0250, -1.5925, -3.2690)  0.260
C (-2.1328, -1.4413, -2.1370)  -0.476
C (-1.1161, -0.7061, -4.2027)  -0.470
H (2.1434, 4.1043, -1.3265)  0.011
H (-2.9638, -1.6611, -2.8220)  0.256
H (-2.0731, -2.2328, -1.3836)  0.268
H (-2.3702, -0.4860, -1.6320)  0.265
H (-2.0331, -1.0671, -4.6848)  0.263
H (-1.2017, 0.3933, -4.0961)  0.269
H (-0.2547, -0.9288, -4.8449)  0.253
H (-3.2928, 1.5859, 1.5164)  0.273
H (-2.8802, 1.9424, -0.1933)  0.251
H (-2.7378, 0.2830, 0.4317)  0.247
H (-1.8892, 3.3286, 2.7234)  0.264
H (-0.1716, 3.7487, 2.3662)  0.263
H (-1.4388, 4.0895, 1.1546)  0.264
H (1.5493, 3.8923, -1.7503)  -0.005
C (4.4768, 2.1915, 0.6295)  -0.267
O (4.2863, 1.1638, 1.6803)  -0.449
C (3.0867, 0.5352, 1.7353)  0.622
O (2.8419, -0.2378, 2.6416)  -0.386
H (3.7263, 2.9969, 0.7471)  0.197
H (4.3677, 1.7419, -0.3790)  0.197
H (5.4893, 2.5939, 0.7510)  0.254

Summary:
Charge: +2
HOMO level (spin up / spin down): -14.9 / -14.9 eV
Kohn-Sham gap (spin up / spin down): 5.2 / 5.9 eV
Multiplicity: 1
E_LUMO (spin up / spin down): -9.74 / -9.03 eV

=====

The following is a quantum chemistry calculation of one molecule with the formula C7H5Cl3N2OS at a distorted geometry, from the Open Molecules 2025 dataset.

Last column: natural (NBO) charge in e.
Element x y z (Å)
C (0.9708, -1.8539, 1.2127)  0.247
C (-1.2322, -0.5684, -1.4222)  0.068
C (-0.8176, -1.0505, -0.1626)  0.041
C (-2.5640, 1.0370, -0.5441)  0.127
C (-1.7541, 1.5324, 0.4001)  -0.246
C (0.4438, -1.0234, 0.2231)  -0.429
C (2.9991, 0.1113, 0.3734)  -0.808
N (1.7058, -2.4187, 1.9140)  -0.273
N (-2.1729, 0.2719, -1.5978)  -0.363
O (0.9673, 0.9047, -1.3056)  -0.970
S (1.6884, -0.2657, -0.8436)  1.318
Cl (-2.1273, -1.6280, 0.8841)  0.069
Cl (-4.3239, 1.4157, -0.5947)  -0.008
Cl (-2.2723, 2.6409, 1.6586)  0.024
H (-0.5981, -0.8125, -2.3527)  0.235
H (-0.7323, 1.3967, 0.3062)  0.234
H (2.7149, 0.4919, 1.2382)  0.231
H (3.7980, 0.6418, -0.1063)  0.250
H (3.3067, -0.8234, 0.7191)  0.251

Summary:
HOMO level: -9.2 eV
Kohn-Sham gap: 7.6 eV
Multiplicity: 1
E_LUMO: -1.60 eV
ΔE to the lowest compared entry with this formula, charge and spin: 30.4 kcal/mol

=====

The following is a quantum chemistry calculation of CH2BrI as an isolated structure at a distorted geometry, from the Open Molecules 2025 dataset.

Last column: natural (NBO) charge in e.
Element x y z (Å)
C (-0.1645, -0.0012, -0.0681)  -0.725
Br (-0.5352, -1.8345, 0.0167)  0.105
I (1.8313, 0.5862, 0.0204)  0.137
H (-0.4395, 0.6060, 0.8472)  0.239
H (-0.6921, 0.6435, -0.8161)  0.245

Summary:
HOMO level: -9.6 eV
Kohn-Sham gap: 9.8 eV
Multiplicity: 1
E_LUMO: 0.18 eV
ΔE to the lowest compared entry with this formula, charge and spin: 2.9 kcal/mol